[1]
{"formula": "C38H54CsN6OS3Si", "method": "wB97M-V/def2-TZVPD", "homo_lumo_gap_ev": 4.3, "de_lowest_ev": 1.639, "e_tot_ha": -3388.3340, "e_homo_ev": -2.54, "charge": -1, "molar_mass_g_mol": 868.08, "species": ["Cs", "C", "N", "C", "C", "C", "C", "C", "C", "C", "N", "C", "C", "C", "C", "C", "C", "N", "C", "C", "H", "H", "H", "H", "H", "H", "H", "H", "H", "H", "H", "H", "H", "H", "H", "H", "H", "H", "H", "H", "C", "C", "S", "C", "C", "S", "C", "C", "S", "H", "H", "H", "H", "H", "H", "H", "H", "H", "H", "H", "H", "O", "C", "C", "Si", "C", "C", "C", "C", "C", "C", "C", "H", "H", "H", "H", "H", "H", "H", "H", "H", "H", "H", "C", "C", "N", "H", "H", "H", "C", "C", "C", "C", "N", "N", "C", "H", "H", "H", "H", "H", "H", "H", "H"], "positions_angstrom": [[0.289, -0.692, 0.260], [3.094, -2.100, -1.309], [1.787, -2.746, -1.385], [1.337, -2.873, -2.754], [1.667, -3.905, -0.550], [1.389, -5.155, -1.085], [1.277, -6.296, -0.294], [1.477, -6.195, 1.071], [1.754, -4.961, 1.638], [1.825, -3.785, 0.877], [1.942, -2.551, 1.467], [2.796, -2.226, 2.456], [4.000, -2.921, 2.706], [4.934, -2.480, 3.629], [4.713, -1.336, 4.374], [3.509, -0.650, 4.195], [2.553, -1.055, 3.283], [1.304, -0.353, 3.148], [0.204, -1.046, 3.779], [1.322, 1.061, 3.453], [3.863, -2.699, -1.820], [3.376, -1.964, -0.268], [3.046, -1.113, -1.784], [2.005, -3.498, -3.371], [1.288, -1.880, -3.201], [0.335, -3.301, -2.787], [1.264, -5.254, -2.156], [1.048, -7.250, -0.753], [1.402, -7.073, 1.703], [1.885, -4.872, 2.711], [4.211, -3.805, 2.116], [5.856, -3.038, 3.751], [5.444, -0.983, 5.090], [3.310, 0.228, 4.798], [0.263, -1.016, 4.881], [0.216, -2.087, 3.450], [-0.751, -0.601, 3.477], [1.394, 1.276, 4.533], [0.404, 1.525, 3.088], [2.175, 1.530, 2.959], [2.303, 3.681, -1.534], [0.838, 4.011, -1.829], [-0.267, 2.627, -1.459], [-1.317, 2.473, -2.907], [-0.622, 2.073, -4.206], [0.435, 0.614, -4.030], [1.998, 1.209, -4.715], [2.670, 2.408, -4.040], [2.988, 2.177, -2.271], [2.431, 3.502, -0.463], [2.918, 4.548, -1.790], [0.720, 4.307, -2.873], [0.570, 4.886, -1.230], [-1.869, 3.400, -3.079], [-2.030, 1.697, -2.623], [-0.013, 2.895, -4.587], [-1.384, 1.860, -4.958], [1.874, 1.447, -5.775], [2.663, 0.344, -4.666], [2.069, 3.307, -4.175], [3.619, 2.588, -4.550], [-1.815, 0.183, -0.931], [-2.460, -0.327, -1.831], [-2.981, -3.729, -0.612], [-3.181, -2.241, -1.808], [-2.688, -2.845, -3.543], [-5.017, -1.819, -1.849], [-5.913, -2.271, -0.877], [-7.248, -1.896, -0.883], [-7.727, -1.043, -1.870], [-6.855, -0.576, -2.844], [-5.522, -0.962, -2.832], [-3.625, -4.576, -0.874], [-3.211, -3.446, 0.420], [-1.945, -4.081, -0.629], [-3.551, -3.160, -4.135], [-2.003, -3.695, -3.480], [-2.189, -2.036, -4.084], [-5.563, -2.933, -0.091], [-7.916, -2.265, -0.113], [-8.768, -0.745, -1.878], [-7.215, 0.093, -3.618], [-4.854, -0.584, -3.597], [-2.733, -2.830, 3.857], [-3.368, -1.554, 3.586], [-3.876, -0.547, 3.372], [-1.877, -2.685, 4.513], [-2.389, -3.276, 2.924], [-3.444, -3.503, 4.334], [1.849, 4.703, 4.564], [0.626, 4.288, 3.822], [-0.602, 3.840, 4.250], [-1.322, 3.523, 3.073], [-0.591, 3.768, 1.998], [0.577, 4.234, 2.471], [-2.694, 2.956, 2.936], [1.589, 5.030, 5.569], [2.360, 5.527, 4.064], [2.553, 3.872, 4.653], [-0.930, 3.740, 5.272], [1.314, 4.457, 1.825], [-3.440, 3.600, 3.406], [-2.771, 1.972, 3.399], [-2.936, 2.849, 1.880]], "mulliken_charge": [1.00, -0.60, 0.98, -0.32, -0.34, -0.01, -0.87, -0.79, -0.49, -0.21, 0.88, -0.66, -0.46, -0.76, -0.97, 0.01, -0.16, 1.16, -0.88, -1.47, 0.24, 0.13, 0.04, 0.34, -0.58, 0.08, 0.37, 0.38, 0.37, 0.45, 0.41, 0.38, 0.36, 0.32, 0.20, 0.22, 0.09, 0.28, 0.39, 0.43, -0.59, -1.09, 0.36, -0.49, -0.88, 0.14, -0.94, -0.75, -0.10, 0.13, 0.49, 0.45, 0.52, 0.49, -0.16, 0.39, 0.53, 0.40, 0.39, 0.28, 0.53, -0.22, -0.65, -0.87, 0.58, -1.27, 0.07, -0.26, -0.54, -0.38, -0.70, -0.20, 0.38, 0.00, 0.18, 0.42, 0.33, 0.25, 0.24, 0.36, 0.35, 0.36, 0.33, -0.74, 0.52, -0.47, 0.26, 0.17, 0.36, -1.30, 0.62, -0.69, 0.46, -0.58, 0.37, -1.08, 0.35, 0.36, 0.22, 0.37, 0.13, 0.34, 0.16, 0.31]}


[2]
{"formula": "C38H54F3N6O5PS", "method": "wB97M-V/def2-TZVPD", "smiles": "CCP(C)[C@]1(S)OC(=O)O[C@]1(COC(F)(F)F)OC[C@@H](C)C(C)C.c1cc[nH]c1.c1cc[nH]c1.c1cc[nH]c1.c1cc[nH]c1.c1cc[nH]c1.c1cc[nH]c1", "homo_lumo_gap_ev": 8.6, "e_tot_ha": -3224.2054, "e_homo_ev": -8.23, "molar_mass_g_mol": 794.92, "species": ["C", "C", "P", "C", "C", "S", "O", "C", "O", "O", "C", "C", "O", "C", "F", "F", "F", "O", "C", "C", "C", "C", "C", "C", "H", "H", "H", "H", "H", "H", "H", "H", "H", "H", "H", "H", "H", "H", "H", "H", "H", "H", "H", "H", "H", "H", "H", "H", "C", "C", "C", "N", "C", "H", "H", "H", "H", "H", "C", "C", "C", "N", "C", "H", "H", "H", "H", "H", "C", "C", "C", "N", "C", "H", "H", "H", "H", "H", "C", "C", "C", "N", "C", "H", "H", "H", "H", "H", "C", "C", "C", "N", "C", "H", "H", "H", "H", "H", "C", "C", "C", "N", "C", "H", "H", "H", "H", "H"], "positions_angstrom": [[-0.458, 2.399, 5.965], [-1.146, 1.891, 4.711], [-0.137, 0.619, 3.862], [1.086, 1.525, 2.815], [-1.332, -0.170, 2.644], [-2.893, 0.791, 2.336], [-1.703, -1.428, 3.205], [-2.318, -2.081, 2.146], [-3.289, -2.791, 2.240], [-1.616, -1.796, 1.038], [-0.789, -0.626, 1.268], [-1.083, 0.349, 0.134], [-0.175, 0.157, -0.961], [-0.233, 1.134, -1.886], [-1.376, 1.867, -1.833], [-0.130, 0.646, -3.130], [0.785, 2.016, -1.704], [0.545, -0.951, 1.262], [0.902, -2.272, 1.697], [2.371, -2.297, 2.068], [2.654, -3.669, 2.670], [3.329, -2.017, 0.893], [2.813, -2.596, -0.417], [3.667, -0.545, 0.742], [-1.119, 3.093, 6.465], [0.501, 2.865, 5.780], [-0.307, 1.580, 6.657], [-1.474, 2.688, 4.054], [-2.049, 1.372, 5.009], [1.293, 2.495, 3.249], [1.999, 0.956, 2.755], [0.723, 1.630, 1.802], [-3.798, 0.150, 3.089], [-0.972, 1.355, 0.528], [-2.084, 0.178, -0.217], [0.360, -2.529, 2.599], [0.650, -3.019, 0.955], [2.508, -1.502, 2.799], [3.636, -3.669, 3.121], [2.675, -4.402, 1.870], [1.899, -3.923, 3.400], [4.243, -2.561, 1.120], [1.959, -2.027, -0.770], [2.509, -3.620, -0.230], [3.582, -2.595, -1.177], [4.267, -0.390, -0.149], [4.229, -0.204, 1.604], [2.777, 0.057, 0.620], [-8.288, -0.303, 3.549], [-8.183, -0.889, 4.840], [-7.028, -1.624, 4.862], [-6.432, -1.506, 3.637], [-7.192, -0.701, 2.832], [-9.076, 0.336, 3.189], [-8.877, -0.783, 5.656], [-6.581, -2.217, 5.641], [-5.569, -1.947, 3.366], [-6.887, -0.486, 1.822], [2.554, 4.612, 1.087], [2.722, 3.481, 0.242], [4.067, 3.301, 0.062], [4.717, 4.280, 0.764], [3.803, 5.081, 1.392], [1.622, 5.031, 1.429], [1.945, 2.871, -0.184], [4.615, 2.565, -0.500], [5.711, 4.394, 0.809], [4.118, 5.913, 1.998], [2.674, -2.413, -5.069], [4.023, -2.784, -5.322], [4.822, -1.880, -4.674], [4.008, -0.979, -4.043], [2.699, -1.298, -4.275], [1.788, -2.908, -5.430], [4.366, -3.617, -5.912], [5.893, -1.800, -4.610], [4.323, -0.201, -3.495], [1.903, -0.706, -3.859], [-0.232, -7.279, -0.125], [1.026, -7.940, -0.124], [1.864, -7.222, -0.935], [1.161, -6.158, -1.427], [-0.116, -6.182, -0.937], [-1.119, -7.574, 0.409], [1.285, -8.838, 0.411], [2.895, -7.377, -1.202], [1.526, -5.462, -2.051], [-0.828, -5.421, -1.206], [-1.073, 1.479, -6.123], [-1.757, 2.725, -6.174], [-2.354, 2.813, -7.402], [-2.055, 1.672, -8.096], [-1.276, 0.854, -7.324], [-0.498, 1.092, -5.307], [-1.806, 3.470, -5.397], [-2.962, 3.585, -7.840], [-2.359, 1.468, -9.028], [-0.935, -0.098, -7.693], [-1.174, 7.052, -0.894], [-2.431, 6.638, -0.373], [-2.532, 5.288, -0.579], [-1.388, 4.873, -1.205], [-0.555, 5.940, -1.398], [-0.772, 8.051, -0.897], [-3.173, 7.260, 0.098], [-3.315, 4.591, -0.336], [-1.191, 3.929, -1.479], [0.403, 5.816, -1.873]], "mulliken_charge": [-1.36, -0.25, -0.52, -0.45, 1.18, -0.19, -0.48, 0.46, -0.60, -0.56, 0.71, -2.13, -0.14, 0.77, -0.37, -0.23, -0.21, 0.56, -1.74, 0.68, -1.87, 0.87, -1.32, -1.43, 0.42, 0.34, 0.36, 0.41, 0.38, 0.58, 0.18, -0.33, 0.16, 0.55, 0.67, 0.63, 0.52, 0.18, 0.48, 0.31, 0.50, 0.58, 0.02, 0.07, 0.60, 0.51, 0.38, -0.02, -0.60, -0.44, -0.51, 0.05, -0.28, 0.40, 0.39, 0.38, 0.23, 0.41, -0.96, 0.38, -1.19, 0.02, -0.52, 0.50, 0.70, 0.47, 0.19, 0.43, -0.68, -0.45, -0.56, 0.12, -0.46, 0.46, 0.43, 0.39, 0.18, 0.59, -0.44, -0.39, -0.55, 0.04, -0.56, 0.42, 0.42, 0.39, 0.22, 0.46, -0.02, -0.60, -0.54, 0.04, -0.89, 0.61, 0.48, 0.38, 0.18, 0.38, -0.48, -0.64, -0.41, 0.22, -0.58, 0.41, 0.40, 0.42, 0.28, 0.42]}


[3]
{"formula": "C38H55BF3N4O7S", "method": "wB97M-V/def2-TZVPD", "homo_lumo_gap_ev": 7.1, "e_tot_ha": -2949.1638, "e_homo_ev": -9.45, "charge": 1, "molar_mass_g_mol": 779.75, "species": ["C", "C", "O", "C", "C", "C", "C", "C", "N", "C", "C", "C", "C", "C", "N", "C", "O", "F", "C", "O", "F", "C", "C", "C", "O", "C", "O", "C", "C", "S", "C", "C", "C", "C", "N", "C", "F", "C", "C", "B", "O", "O", "C", "C", "C", "H", "H", "H", "H", "H", "H", "H", "H", "H", "H", "H", "H", "H", "H", "H", "H", "H", "H", "H", "H", "H", "H", "H", "H", "H", "H", "H", "H", "H", "H", "H", "H", "H", "H", "H", "H", "H", "C", "C", "C", "N", "C", "C", "C", "C", "C", "H", "H", "H", "H", "H", "H", "H", "H", "H", "H", "H", "H", "H", "H", "H", "H", "H", "H"], "positions_angstrom": [[-0.446, -0.854, 3.279], [-0.349, 0.659, 3.023], [0.821, 1.218, 3.579], [1.773, 1.677, 2.619], [2.563, 0.537, 1.975], [2.712, 0.666, 0.461], [1.497, 0.179, -0.319], [1.705, 0.369, -1.839], [1.575, -0.851, -2.646], [0.271, -1.062, -3.175], [-0.602, -2.010, -2.637], [-1.876, -2.256, -3.126], [-2.351, -1.528, -4.196], [-1.522, -0.546, -4.720], [-2.053, 0.251, -5.846], [-1.992, -0.473, -7.061], [-1.016, -0.544, -7.697], [-3.084, -1.098, -7.425], [-3.303, 0.838, -5.552], [-4.383, 0.393, -5.660], [-3.120, 2.058, -5.082], [-0.224, -0.284, -4.249], [0.485, 0.876, -4.939], [2.005, 0.862, -5.107], [2.617, 1.939, -4.368], [2.507, 3.156, -4.957], [2.953, 3.399, -6.038], [1.842, 4.199, -4.107], [2.847, 5.239, -3.600], [-0.159, -2.951, -1.216], [1.595, -3.001, -1.406], [2.242, -4.097, -0.820], [1.495, -5.181, -0.094], [1.010, -4.739, 1.263], [1.666, -3.886, 1.930], [3.617, -4.171, -0.931], [4.276, -5.204, -0.377], [4.317, -3.185, -1.601], [3.673, -2.094, -2.174], [4.666, -1.071, -2.838], [4.257, 0.032, -3.509], [6.046, -1.288, -2.735], [6.660, -1.590, -4.000], [6.255, -2.923, -4.599], [2.263, -1.982, -2.093], [-0.032, -1.379, 2.424], [0.193, -1.092, 4.125], [-1.474, -1.156, 3.452], [-0.352, 0.829, 1.948], [-1.236, 1.155, 3.430], [2.444, 2.306, 3.193], [1.292, 2.323, 1.880], [3.565, 0.556, 2.399], [2.157, -0.440, 2.223], [2.813, 1.731, 0.228], [3.630, 0.214, 0.092], [0.667, 0.820, -0.016], [1.217, -0.835, -0.044], [2.653, 0.862, -2.014], [0.960, 1.071, -2.202], [-2.495, -3.011, -2.669], [-3.337, -1.726, -4.583], [0.197, 1.779, -4.401], [0.062, 0.994, -5.922], [2.453, -0.079, -4.846], [2.231, 1.040, -6.157], [1.409, 3.711, -3.236], [1.018, 4.659, -4.643], [2.919, 6.073, -4.288], [2.527, 5.652, -2.648], [3.824, 4.800, -3.429], [2.114, -6.069, -0.021], [0.630, -5.462, -0.694], [0.089, -5.204, 1.615], [1.203, -3.725, 2.824], [5.389, -3.265, -1.650], [4.984, 0.653, -3.629], [6.458, -0.796, -4.721], [7.732, -1.605, -3.836], [7.001, -3.198, -5.343], [6.266, -3.718, -3.863], [5.302, -2.892, -5.120], [-7.304, 2.522, 5.206], [-7.231, 1.352, 6.187], [-5.940, 1.204, 6.975], [-4.704, 0.848, 6.182], [-4.990, -0.162, 5.124], [-4.048, 2.084, 5.563], [-2.801, 2.345, 6.389], [-2.350, 0.942, 6.767], [-3.655, 0.267, 7.138], [-6.572, 2.441, 4.400], [-8.287, 2.551, 4.740], [-7.152, 3.474, 5.716], [-7.471, 0.420, 5.671], [-8.021, 1.481, 6.929], [-6.071, 0.398, 7.698], [-5.700, 2.114, 7.526], [-5.608, 0.289, 4.353], [-5.498, -1.010, 5.577], [-4.043, -0.479, 4.694], [-3.795, 1.843, 4.533], [-4.750, 2.910, 5.583], [-3.047, 2.924, 7.281], [-2.048, 2.897, 5.830], [-1.642, 0.938, 7.592], [-1.882, 0.440, 5.917], [-3.951, 0.526, 8.152], [-3.645, -0.814, 7.029]], "mulliken_charge": [-0.80, 0.76, -0.43, -0.81, -0.58, -0.55, 0.64, -1.32, 1.99, -0.54, 1.28, -1.45, -0.54, -0.32, 0.40, 0.68, -0.42, -0.23, 0.58, -0.43, -0.24, -0.36, -0.42, -1.20, -0.21, 0.40, -0.58, 0.09, -1.37, -0.32, 1.08, 0.38, -1.87, 0.00, -0.45, 0.36, -0.39, -0.77, -0.30, 0.67, 0.05, -0.77, -0.26, -1.11, -1.64, 0.04, 0.34, 0.21, -0.11, -0.22, 0.34, 0.44, 0.36, 0.23, 0.37, 0.25, 0.08, -0.36, 0.17, 0.74, 0.48, 0.54, 0.44, 0.53, 0.27, 0.58, 0.04, 0.42, 0.34, 0.38, 0.35, 0.54, 0.38, 0.40, 0.25, 0.75, 0.19, 0.20, 0.39, 0.43, 0.27, 0.26, -1.22, -0.56, -0.76, 0.50, -1.24, -0.50, -0.86, -0.14, -0.69, 0.31, 0.40, 0.34, 0.33, 0.41, 0.51, 0.44, 0.42, 0.40, 0.39, 0.36, 0.33, 0.33, 0.45, 0.43, -0.09, 0.41, 0.34]}